C4H12As7F42NO as an isolated structure at a distorted geometry, computed with ωB97M-V/def2-TZVPD.

```
67
Properties=species:S:1:pos:R:3:forces:R:3:lowdin_charge:R:1
C -0.000194 0.123970 -2.181716 0.57 -0.50 -0.13 -0.017
C 0.583527 0.964212 -1.033496 -1.47 0.13 -0.80 -0.286
C -0.245556 0.990426 0.244672 0.74 0.02 0.69 -0.197
O -0.134913 -0.271163 0.865594 0.14 0.22 0.38 -0.178
C -0.401354 -0.240111 2.276691 -0.39 -0.67 -0.65 -0.076
N 1.979510 0.459769 -0.809475 0.10 -0.74 -0.77 0.243
H 2.559112 1.006990 -0.167982 -0.02 -0.13 0.05 0.131
H 1.983866 -0.539954 -0.556219 -0.39 0.21 0.84 0.136
H 2.454030 0.356173 -1.719590 0.11 0.80 0.07 0.117
H 0.616958 0.273362 -3.074521 -0.04 0.13 0.00 0.078
H -1.028747 0.339750 -2.458988 -0.03 0.33 0.37 0.082
H 0.047638 -0.949613 -1.985462 -0.10 0.04 0.26 0.069
H 0.601845 1.997375 -1.386250 0.56 0.01 0.06 0.136
H -1.280697 1.301027 0.062954 -0.04 -0.35 -0.44 0.134
H 0.125801 1.788469 0.906610 0.31 -0.17 0.02 0.118
H -0.504092 -1.283527 2.571720 0.01 0.01 0.02 0.089
H -1.368837 0.237717 2.444293 0.12 0.20 0.23 0.091
H 0.398163 0.199722 2.873640 0.01 0.34 -0.23 0.076
As -3.754935 -2.421202 -3.150251 -0.64 -2.00 0.59 0.715
F -3.342430 -1.006853 -2.271460 0.01 0.13 0.00 -0.239
F -5.451625 -1.972324 -3.106231 0.09 0.40 -0.33 -0.302
F -4.261608 -3.865455 -4.069954 0.19 0.24 -0.38 -0.337
F -2.114744 -2.963980 -3.162589 0.03 0.19 -0.25 -0.256
F -4.043010 -3.413498 -1.745052 0.21 0.71 -0.08 -0.267
F -3.516228 -1.620978 -4.680804 -0.13 0.30 -0.06 -0.293
As -0.676483 0.545368 6.649392 -0.28 0.57 0.12 0.690
F -0.556907 1.316219 5.118990 -0.11 0.11 -0.09 -0.241
F -2.314108 0.057608 6.355606 0.00 -0.29 -0.01 -0.270
F -0.735465 -0.163089 8.257954 -0.15 -0.24 0.06 -0.314
F 0.933162 1.073356 7.046116 0.06 0.10 0.06 -0.282
F -1.369718 2.022041 7.331679 0.37 0.03 0.13 -0.315
F -0.077686 -0.919909 5.968164 0.05 -0.20 0.23 -0.253
As 4.027584 1.921664 -4.194692 -0.03 1.03 -0.23 0.704
F 3.962650 0.486650 -3.231647 0.00 -0.35 -0.36 -0.247
F 5.434376 2.414012 -3.296369 0.26 -0.04 -0.24 -0.278
F 4.102003 3.436535 -5.100675 0.05 -0.05 0.13 -0.310
F 2.668720 1.458565 -5.160377 -0.23 -0.13 0.29 -0.262
F 3.033187 2.699956 -3.009868 -0.25 -0.03 -0.10 -0.252
F 5.027733 1.226987 -5.450643 0.36 -0.34 0.32 -0.295
As -1.938223 4.954150 -1.249349 -0.15 -0.02 -0.52 0.692
F -2.776688 5.600510 -2.659746 -0.30 0.08 0.25 -0.311
F -2.932990 3.543642 -1.301975 0.11 -0.12 -0.08 -0.256
F -1.027467 4.350752 0.083516 0.02 0.03 0.13 -0.248
F -1.049337 6.464778 -1.216484 0.11 -0.02 0.14 -0.299
F -3.112987 5.643945 -0.154635 -0.03 0.36 -0.06 -0.294
F -0.799303 4.248796 -2.345976 0.12 0.02 0.07 -0.260
As 2.223707 -3.660464 -1.794069 0.37 0.01 -0.88 0.697
F 0.580117 -3.286328 -1.537594 -0.21 -0.04 0.16 -0.222
F 2.137269 -5.094065 -0.818670 -0.04 -0.07 0.23 -0.277
F 3.919082 -4.028361 -2.092042 0.02 -0.06 0.17 -0.305
F 2.414911 -2.276462 -2.836434 -0.05 0.19 0.21 -0.267
F 2.663754 -2.689380 -0.414650 0.11 0.04 0.02 -0.261
F 1.803921 -4.607393 -3.204518 0.08 -0.17 0.05 -0.289
As 4.430384 1.682818 2.420583 0.21 0.29 0.35 0.693
F 4.888768 3.238182 1.775444 -0.11 0.15 0.17 -0.283
F 6.147598 1.378204 2.637909 -0.04 -0.30 0.05 -0.303
F 4.005502 0.138468 3.059366 0.21 -0.25 -0.16 -0.253
F 2.762997 2.074652 2.202566 -0.12 -0.01 -0.24 -0.247
F 4.512293 1.029855 0.812215 -0.10 -0.15 -0.13 -0.260
F 4.366056 2.303125 4.046220 0.17 0.35 -0.02 -0.281
As -5.195278 -3.992097 1.779516 -0.31 -0.02 -0.03 0.693
F -4.800188 -5.428417 2.720906 0.00 -0.21 -0.16 -0.315
F -6.897528 -4.297528 2.204859 0.02 -0.11 -0.06 -0.337
F -5.720206 -2.582706 0.929769 0.10 0.07 0.11 -0.257
F -3.540591 -3.765419 1.396890 0.03 0.14 0.19 -0.234
F -5.382443 -4.932445 0.337544 -0.27 -0.37 0.20 -0.272
F -5.043657 -3.077083 3.249071 0.00 0.16 0.10 -0.282
```
Positions in Å, forces in eV/Å.

The value obtained for the largest force on an atom is 2.18 eV/Å. Its frontier orbital gap is 8.739 eV. Its total charge is -6.

=====

C4H12BrFeN2O2 as an isolated structure at a distorted geometry, computed with ωB97M-V/def2-TZVPD.

```
22
Properties=species:S:1:pos:R:3:forces:R:3:lowdin_charge:R:1
Fe -1.399342 -5.079047 -1.028552 -0.09 0.86 0.69 1.148
Br -1.352699 -2.979599 0.202520 -0.02 -1.54 -0.83 0.246
C -2.759963 0.856280 -0.274913 -0.34 0.54 2.92 -0.627
O -2.839112 0.503628 -1.458767 -0.02 -1.12 -3.13 0.396
N -2.751805 2.080142 0.055922 0.12 4.76 -0.54 0.297
N -2.756819 0.065476 0.751892 0.36 -3.01 -0.53 0.237
H -2.964844 2.330497 1.010927 -0.15 0.33 -0.05 0.174
H -2.722677 2.829801 -0.620283 -0.16 0.20 -0.11 0.179
H -2.560733 -0.874205 0.437791 -0.46 -0.50 1.43 -0.008
H -2.691320 0.457362 1.680452 0.11 -0.66 0.11 0.168
C 3.428716 -0.006098 0.322336 -0.07 0.31 0.91 0.016
C 1.849580 -0.182436 0.347292 5.10 -1.10 -2.42 -0.292
C 1.163470 0.527299 -0.846781 -1.49 0.40 0.51 0.027
O 1.587251 -1.589711 0.266438 0.53 2.37 0.69 0.215
H 3.738434 1.036848 0.388903 -0.60 0.21 0.09 0.108
H 4.024890 -0.391579 -0.504770 -0.93 -0.39 -0.78 0.115
H 3.961647 -0.477597 1.148033 -0.48 -0.16 0.49 0.105
H 1.539347 0.200911 1.319351 -0.58 0.16 0.73 0.211
H 1.476849 1.564569 -0.964939 0.75 -0.13 0.33 0.125
H 0.118918 0.671483 -0.570663 -0.40 -0.33 -0.38 0.061
H 1.274525 0.018830 -1.804497 0.13 -0.18 0.28 0.119
H 0.635689 -1.562855 0.142308 -1.30 -1.00 -0.40 -0.020
```
Positions in Å, forces in eV/Å.

The value obtained for the largest force on an atom is 5.75 eV/Å. Its spin multiplicity is 7. As for the expectation value of S²: 12.02. Its frontier orbital gap (spin up / spin down) is 8.279 / 6.392 eV. Its total charge is +3.

=====

C4H12BrMnO4 as an isolated structure at a distorted geometry, computed with ωB97M-V/def2-TZVPD.

```
22
Properties=species:S:1:pos:R:3:forces:R:3:lowdin_charge:R:1
Mn 8.084170 6.591050 5.717750 -2.34 0.42 3.12 1.007
Br 9.306520 6.368660 4.035830 -1.24 -0.43 2.47 0.879
C 8.293240 6.024830 0.971180 -1.14 -0.86 -0.58 -0.225
C 8.386570 4.548390 1.282820 0.65 0.04 -1.50 -0.223
O 9.349070 4.193770 2.223460 -2.09 -1.51 1.51 -0.141
O 7.549540 6.745590 1.954020 0.02 0.10 -0.51 -0.130
H 7.693540 5.993210 0.061530 0.03 0.65 -0.12 0.135
H 9.256360 6.482050 0.744330 -0.02 0.12 0.15 0.115
H 8.850680 4.064630 0.423360 -0.59 0.08 -0.60 0.141
H 7.386440 4.132080 1.403300 -0.03 -0.07 0.51 0.132
H 9.351600 4.747760 3.007480 -0.66 -1.07 -0.47 -0.088
H 8.194940 6.903050 2.647040 -1.07 0.72 -0.99 -0.142
C 12.427600 5.926220 2.716530 0.32 -0.76 -0.63 -0.208
C 11.760880 4.900730 1.781380 1.59 -0.27 1.52 -0.273
O 11.620630 5.220420 0.455960 -0.05 1.06 -2.00 -0.021
O 11.556570 6.965870 3.092430 0.91 1.50 -0.58 -0.165
H 13.299430 6.420690 2.288130 -0.04 -0.08 -0.27 0.129
H 12.790520 5.412470 3.606720 -0.03 -0.26 0.18 0.114
H 10.766530 4.619660 2.128300 1.95 0.21 0.20 0.030
H 12.376840 4.002690 1.734160 0.13 -0.10 0.48 0.137
H 11.087520 6.011080 0.345260 0.10 0.13 -0.04 0.072
H 10.673760 6.655240 3.306340 3.60 0.38 -1.85 -0.276
```
Positions in Å, forces in eV/Å.

The value obtained for the largest force on an atom is 4.06 eV/Å. Its spin multiplicity is 6. The value obtained for the energy above the lowest of the compared OMol25 structures with the same formula, charge and spin is 313.73 kJ/mol. As for the expectation value of S²: 8.76. Its frontier orbital gap (spin up / spin down) is 4.184 / 3.905 eV. Its total charge is +1.

=====

C4H12Cl3NOTi as an isolated structure at a distorted geometry, computed with ωB97M-V/def2-TZVPD.

```
22
Properties=species:S:1:pos:R:3:forces:R:3:lowdin_charge:R:1
Ti 0.168500 1.625841 2.345794 -0.94 0.50 0.85 0.268
Cl -0.995254 3.286616 0.512875 0.57 -1.11 0.61 -0.349
Cl 1.056968 2.986436 4.376798 -0.27 -0.72 -1.25 -0.386
Cl -0.890909 -0.426322 3.663112 0.43 0.84 -0.88 -0.329
C -1.534942 -1.157818 -1.988399 0.05 0.00 -0.61 -0.114
C -0.827646 -0.198267 -1.037101 0.17 0.70 -0.10 -0.346
C 0.124744 -0.900576 -0.109290 1.01 -0.96 -0.04 -0.220
O 0.856127 0.000034 0.695291 -0.80 1.34 0.88 -0.357
C 1.780223 -0.582958 1.589231 1.38 -1.06 -0.69 -0.161
N -0.100081 0.875988 -1.835728 0.07 0.58 0.25 0.113
H -0.264883 0.785567 -2.865701 0.22 0.06 -0.19 0.005
H -0.408596 1.826994 -1.545919 -0.35 -0.09 0.07 0.022
H 0.928499 0.970568 -1.690905 0.23 -0.62 -0.12 0.042
H -0.902468 -1.938045 -2.418462 0.31 -0.04 0.51 0.067
H -1.820523 -0.623597 -2.895942 -0.45 0.15 0.26 0.041
H -2.412083 -1.625305 -1.540531 0.01 0.08 0.13 0.082
H -1.528846 0.414909 -0.471479 -0.24 -0.41 0.20 0.121
H 0.887391 -1.443023 -0.681139 -0.19 -0.05 -0.33 0.121
H -0.370440 -1.663075 0.500095 -0.37 0.28 0.16 0.137
H 2.642481 -0.958155 1.016755 -0.05 0.12 -0.11 0.096
H 1.409872 -1.445167 2.143503 -0.50 0.40 0.22 0.072
H 2.201857 0.189363 2.237151 -0.30 0.00 0.19 0.076
```
Positions in Å, forces in eV/Å.

The value obtained for the largest force on an atom is 1.87 eV/Å. Its spin multiplicity is 4. As for the expectation value of S²: 3.75. Its frontier orbital gap (spin up / spin down) is 3.863 / 9.106 eV. Its total charge is -1.